Here is the molecule C8H15N3 from the Open Molecules 2025 dataset. Energies are from ωB97M-V/def2-TZVPD.

Geometry (Å):
C (1.13068, 0.17642, 2.80151)
C (-0.99794, 0.75869, 1.85442)
C (0.00204, -1.43672, 1.34183)
C (0.91742, -1.24056, 0.12217)
C (0.46740, -0.18096, -0.82911)
C (0.34712, 1.75508, -1.85197)
C (-0.58059, -0.14343, -1.70314)
C (-1.58872, -1.21070, -1.96510)
H (1.76460, -0.65794, 3.17919)
H (1.68383, 0.73990, 2.01416)
H (0.95347, 0.85424, 3.64777)
H (-1.82988, 0.29175, 1.30879)
H (-1.37439, 1.32240, 2.73364)
H (-0.49627, 1.50132, 1.17507)
H (-0.98880, -1.70659, 1.01089)
H (0.40692, -2.27942, 1.90175)
H (1.92883, -0.99375, 0.45595)
H (1.01244, -2.22035, -0.37251)
H (1.91178, 1.36404, -0.49623)
H (0.59510, 2.77213, -2.14545)
H (-1.23953, -2.16083, -1.54825)
H (-2.57025, -0.98137, -1.51869)
H (-1.76027, -1.31791, -3.02636)
N (-0.13152, -0.33334, 2.28546)
N (1.03481, 1.06620, -0.92288)
N (-0.64360, 1.06792, -2.35450)

LUMO = 0.781 eV
E_HOMO = -0.296 hartree
Charge = 0
2S+1 = 1
Energy relative to the best compared isomer or geometry (same formula, charge and spin) = 42.62 kJ/mol
HOMO-LUMO gap = 8.8 eV
E_tot = -478.08920 a.u.

Here is a cluster of 2 separate species, C8H15N3O in total from the Open Molecules 2025 dataset. Energies are from ωB97M-V/def2-TZVPD.

Geometry (Å):
C (-3.78195, -0.33281, -0.63226)
C (-1.89249, 0.23309, 0.01900)
C (0.33912, 0.96989, -1.88861)
C (1.22195, -1.62816, -0.45464)
C (0.82708, -0.49018, 1.66904)
C (2.79063, 0.30258, 0.35182)
C (0.46919, 0.85464, -0.37309)
C (1.32224, -0.22349, 0.22453)
N (-2.57726, -0.21328, -1.09091)
N (-2.63047, 0.42358, 1.06347)
N (-3.85648, 0.09194, 0.64921)
O (0.41531, 2.02867, 0.27642)
H (-4.65195, -0.79547, -1.12854)
H (1.13423, 0.65973, -2.47543)
H (0.10603, 2.08431, -2.01774)
H (-0.61299, 0.32739, -2.21783)
H (1.78480, -1.76546, -1.46930)
H (0.21452, -1.86639, -0.50933)
H (1.80067, -2.37014, 0.17072)
H (1.07047, -1.51047, 1.93713)
H (-0.18162, -0.18489, 1.84054)
H (1.39417, -0.04034, 2.40254)
H (2.65473, 1.32513, 0.37796)
H (3.31570, 0.01899, 1.30850)
H (3.44573, -0.15712, -0.48123)
H (-4.64071, 0.41474, 1.28160)
H (0.51940, 1.84351, 1.16644)

LUMO (spin up / spin down) = 0.803 / 0.803 eV
E_HOMO (spin up / spin down) = -0.294 / -0.294 hartree
Charge = 0
2S+1 = 1
Energy relative to the best compared isomer or geometry (same formula, charge and spin) = 366.51 kJ/mol
HOMO-LUMO gap (spin up / spin down) = 8.8 / 8.8 eV
E_tot = -553.17300 a.u.

Here is a structure of composition C8H15N3O from the Open Molecules 2025 dataset. Energies are from ωB97M-V/def2-TZVPD.

Geometry (Å):
C (-3.45366, -0.88973, -1.40806)
C (-2.16350, 0.56971, -0.02809)
C (-1.29240, 0.83646, 1.22802)
C (-0.76152, 0.45142, -0.67846)
C (2.89292, 0.91013, 0.17116)
C (2.46589, -1.40750, 0.11538)
C (2.15144, -0.82377, 1.48951)
C (2.44111, 0.47910, 1.53055)
H (-4.00149, -1.84589, -1.46427)
H (-4.05563, -0.07622, -1.83162)
H (-2.55508, -1.01232, -2.05665)
H (-3.72660, -0.53245, 0.58578)
H (-2.68135, 1.48671, -0.35947)
H (-1.18382, -0.11054, 1.78182)
H (-1.47113, 1.67840, 1.92398)
H (-0.45464, -0.59530, -0.76458)
H (-0.51913, 1.00365, -1.59741)
H (3.24920, 2.09794, -1.23528)
H (3.22422, -0.23634, -1.52400)
H (3.26159, -2.15452, 0.20919)
H (1.58851, -1.89699, -0.32555)
H (1.73716, -1.41699, 2.29210)
H (2.34159, 1.19148, 2.35992)
N (-2.95158, -0.64709, -0.06087)
N (3.18053, 2.09675, -0.21205)
N (2.83975, -0.22383, -0.59574)
O (-0.10239, 1.06770, 0.45466)

LUMO = 0.926 eV
E_HOMO = -0.307 hartree
Charge = 0
2S+1 = 1
Energy relative to the best compared isomer or geometry (same formula, charge and spin) = 165.77 kJ/mol
HOMO-LUMO gap = 9.3 eV
E_tot = -553.24946 a.u.

Here is a cluster of 3 separate species, C8H15N3O3Si in total from the Open Molecules 2025 dataset. Energies are from ωB97M-V/def2-TZVPD.

Geometry (Å):
C (0.13601, -3.27136, -1.73677)
C (-0.43008, -2.51265, -0.83257)
C (-5.11612, 0.12251, -0.82059)
C (0.83533, 2.30102, 2.22850)
C (4.63874, 1.10883, -0.61025)
C (-3.76248, 0.06439, -0.14821)
C (1.87101, 1.33171, 2.26224)
C (3.54581, 0.13199, -0.56553)
N (-3.65493, -0.66252, 0.89147)
N (2.65567, 0.50104, 2.35784)
N (2.43559, 0.41827, -1.07652)
O (-2.52911, -0.62039, 1.62404)
O (-0.68706, 0.63496, -0.33296)
O (1.56753, -0.72321, -1.09021)
Si (0.03527, -0.68134, -0.57469)
H (-0.03074, -4.35219, -1.92475)
H (1.06976, -3.01358, -2.34175)
H (-1.38888, -2.93571, -0.36781)
H (-4.98189, 0.13687, -1.84605)
H (-5.69960, 0.98018, -0.65166)
H (-5.65471, -0.69667, -0.41149)
H (0.09765, 2.11534, 1.40635)
H (1.21838, 3.35822, 1.91651)
H (0.27681, 2.48462, 3.15934)
H (5.48841, 0.53744, -0.84231)
H (4.82166, 1.17638, 0.48022)
H (4.40508, 1.92626, -1.15622)
H (-2.97067, 0.98089, -0.27370)
H (-1.88398, 0.05327, 1.33306)
H (3.69156, -0.89457, -0.05553)

LUMO = 0.068 eV
E_HOMO = -0.344 hartree
Charge = 0
2S+1 = 1
Energy relative to the best compared isomer or geometry (same formula, charge and spin) = 0.00 kJ/mol
HOMO-LUMO gap = 9.4 eV
E_tot = -993.15825 a.u.

Here is the molecule C8H15N3O4 from the Open Molecules 2025 dataset. Energies are from ωB97M-V/def2-TZVPD.

Geometry (Å):
C (1.32665, -2.18931, 0.21434)
C (0.43857, -0.95775, 0.83902)
C (2.64138, -1.59448, -0.03881)
C (-1.62824, 0.19985, 0.46899)
C (-3.04504, -0.36698, 0.02152)
C (-1.61710, 1.71447, 0.03494)
C (-0.31198, 2.45850, 0.52537)
C (0.89176, 2.40216, -0.34745)
H (1.27667, -2.20984, -1.88899)
H (0.33512, -3.46228, -1.17658)
H (1.11668, -3.06762, 0.88907)
H (2.53694, -0.67871, -0.65166)
H (3.36743, -2.22616, -0.61584)
H (2.95857, -1.19289, 0.95103)
H (-0.94854, -1.03756, -0.73514)
H (-1.66791, 0.01531, 1.51953)
H (-1.86401, 1.91420, -1.16673)
H (-2.39466, 2.26513, 0.70610)
H (-0.04014, 2.12980, 1.53350)
H (-0.50724, 3.55348, 0.63747)
H (1.83527, 1.09931, 0.80487)
H (2.86795, 1.94232, -0.32374)
H (-4.06114, -1.11631, -1.27838)
N (0.76104, -2.53109, -1.11495)
N (-0.53406, -0.57374, 0.02268)
N (2.01862, 1.89507, 0.20318)
O (0.64557, -0.26086, 1.88270)
O (-4.09330, -0.23312, 0.71095)
O (0.85456, 2.95312, -1.46280)
O (-3.15942, -0.84403, -1.16420)

LUMO = 0.415 eV
E_HOMO = -0.346 hartree
Charge = 0
2S+1 = 1
Energy relative to the best compared isomer or geometry (same formula, charge and spin) = 231.41 kJ/mol
HOMO-LUMO gap = 9.8 eV
E_tot = -779.05548 a.u.

Here is the molecule C8H15N3O4S from the Open Molecules 2025 dataset. Energies are from ωB97M-V/def2-TZVPD.

Geometry (Å):
C (-2.91514, -0.32987, -0.45385)
C (-1.58239, 0.23660, 0.12391)
C (-4.17561, -0.62766, 0.43641)
C (0.93701, 0.43488, -0.18018)
C (0.96512, 1.98334, -0.48241)
C (2.12212, -0.33474, -0.90009)
C (2.96790, -1.16107, 0.09996)
C (3.81811, -0.43655, 1.11221)
H (-3.39144, -1.87964, -1.70842)
H (-2.11226, -2.23376, -0.64475)
H (-3.16529, 0.45519, -1.30135)
H (-4.97109, -1.11364, -0.23742)
H (-3.96936, -1.44298, 1.17494)
H (-3.90720, 1.34864, 1.82254)
H (-0.56282, -0.92130, -1.21489)
H (1.02161, 0.51442, 0.97108)
H (1.67872, -1.00640, -1.71451)
H (2.81716, 0.35328, -1.45252)
H (3.65354, -1.82425, -0.55567)
H (2.41635, -1.91450, 0.69266)
H (4.35351, 1.50624, 1.57443)
H (3.67700, 1.19259, -0.02918)
H (-0.52537, 2.09514, 0.64502)
N (-2.48769, -1.51956, -1.26492)
N (-0.40034, -0.23912, -0.43291)
N (4.26406, 0.77994, 0.60828)
O (-1.63696, 1.13558, 1.02350)
O (2.02699, 2.33022, -1.04307)
O (4.21585, -0.84910, 2.20909)
O (-0.11776, 2.68508, -0.12085)
S (-5.01433, 0.78300, 1.24298)

LUMO = 0.179 eV
E_HOMO = -0.349 hartree
Charge = 0
2S+1 = 1
Energy relative to the best compared isomer or geometry (same formula, charge and spin) = 274.32 kJ/mol
HOMO-LUMO gap = 9.7 eV
E_tot = -1177.23021 a.u.

Here is the molecule C8H15N3O5 from the Open Molecules 2025 dataset. Energies are from ωB97M-V/def2-TZVPD.

Geometry (Å):
C (1.96932, -1.05445, 0.67324)
C (0.63111, -1.18603, -0.00625)
C (3.01436, -0.41518, -0.14205)
C (2.76100, 1.10864, -0.69914)
C (-1.52414, 0.22613, -0.15242)
C (-1.90676, 1.46361, 0.69159)
C (-2.61516, -0.82047, -0.09793)
C (-4.04299, -0.29733, -0.46616)
H (1.68001, -2.95347, 1.72332)
H (3.30182, -2.22051, 1.82448)
H (1.64628, -0.29031, 1.45264)
H (3.31784, -1.01988, -0.97637)
H (3.93883, -0.72228, 0.47183)
H (3.83998, 2.84544, -0.19144)
H (4.48358, 1.17389, 0.06542)
H (0.52190, 0.74384, 0.40471)
H (-1.29761, 0.68951, -1.11828)
H (-2.54606, -1.40304, 0.88138)
H (-1.86328, -2.44183, -0.80469)
H (-4.05092, 0.71885, -0.26693)
H (-4.79763, -0.85078, 0.08901)
H (-4.20951, -0.53509, -1.50826)
H (-1.12020, 2.58835, -0.80889)
N (2.42907, -2.28740, 1.21942)
N (3.88783, 1.80542, -0.46875)
N (-0.15124, -0.12122, 0.34815)
O (0.09877, -2.09239, -0.61209)
O (1.65269, 1.39666, -1.07765)
O (-2.23461, 1.55338, 1.84526)
O (-2.39177, -1.72256, -1.15560)
O (-1.59073, 2.58367, 0.03322)

LUMO = 0.227 eV
E_HOMO = -0.337 hartree
Charge = 0
2S+1 = 1
Energy relative to the best compared isomer or geometry (same formula, charge and spin) = 325.53 kJ/mol
HOMO-LUMO gap = 9.4 eV
E_tot = -854.24864 a.u.

Here is a structure of composition C8H15NOPPt from the Open Molecules 2025 dataset. Energies are from ωB97M-V/def2-TZVPD.

Geometry (Å):
C (-3.00396, 1.57604, -1.09622)
C (-2.09378, 1.63928, -2.27390)
C (-0.86147, 2.31003, -1.76425)
C (-0.86737, 2.02800, -0.31989)
C (-2.27898, 1.79123, 0.02317)
Pt (-0.62949, 0.31624, -1.56742)
P (-0.54247, -1.76252, -2.37862)
H (-4.08008, 1.42067, -1.16942)
H (-2.34639, 1.64376, -3.33780)
H (-0.11820, 2.89988, -2.31356)
H (-2.60088, 1.78912, 1.05742)
H (-0.10214, 2.36299, 0.36855)
H (0.74484, -2.25176, -2.77505)
H (-1.45177, -1.96921, -3.47721)
H (-0.99432, -2.65640, -1.36084)
C (1.54820, -2.25031, 1.61705)
N (1.66140, -0.80754, 1.81731)
C (2.58418, -0.28287, 2.81522)
C (1.01208, -0.00721, 0.99187)
O (0.35496, -0.54865, 0.03144)
H (2.24496, -2.72678, 2.30587)
H (1.79461, -2.53233, 0.58454)
H (0.52495, -2.58904, 1.83231)
H (3.31371, 0.38873, 2.34534)
H (2.03749, 0.27318, 3.58553)
H (3.09562, -1.13539, 3.25827)
H (1.05430, 1.08087, 1.20029)

LUMO (spin up / spin down) = 2.624 / 2.734 eV
E_HOMO (spin up / spin down) = 0.023 / -0.156 hartree
Charge = -1
2S+1 = 3
Energy relative to the best compared isomer or geometry (same formula, charge and spin) = 28.44 kJ/mol
HOMO-LUMO gap (spin up / spin down) = 2.0 / 7.0 eV
E_tot = -904.29943 a.u.

Here is the molecule C8H15NS from the Open Molecules 2025 dataset. Energies are from ωB97M-V/def2-TZVPD.

Geometry (Å):
S (0.13109, -3.87500, -0.14279)
C (2.65952, 0.83623, 1.77445)
C (1.37429, 1.25133, 1.89195)
C (-0.23543, 1.84303, 0.20192)
C (-0.14767, 1.09394, -0.92696)
N (-1.94627, -0.47360, -1.02190)
C (0.92937, 2.39563, 1.01673)
C (-1.33038, 0.61663, -1.72465)
C (-0.10557, -2.03734, -0.51650)
C (-1.47006, -1.84658, -1.13719)
H (-0.47952, -4.18471, 1.03920)
H (3.08540, -0.02617, 2.28037)
H (3.48814, 1.21823, 1.19666)
H (0.63037, 0.74542, 2.59561)
H (-1.32318, 2.15317, 0.39327)
H (0.79936, 0.66722, -0.94970)
H (-2.10976, -0.20786, -0.07261)
H (0.54967, 3.19339, 1.70553)
H (1.73866, 2.79435, 0.40168)
H (-1.01800, 0.38270, -2.74553)
H (-2.03036, 1.45186, -1.68551)
H (0.55348, -1.69590, -1.29869)
H (-0.00381, -1.52065, 0.48202)
H (-1.54537, -2.24510, -2.09753)
H (-2.19395, -2.53022, -0.65983)

LUMO = 0.840 eV
E_HOMO = -0.305 hartree
Charge = 0
2S+1 = 1
Energy relative to the best compared isomer or geometry (same formula, charge and spin) = 147.07 kJ/mol
HOMO-LUMO gap = 9.1 eV
E_tot = -766.64659 a.u.